Entry from the OMol25 dataset: a 14-piece molecular cluster, H26O17S overall (ωB97M-V/def2-TZVPD).

total charge	-2
LUMO level	5.1	eV

Geometry (Å):
S  -0.057  0.032  0.063
O  -2.091  0.190  -2.814
O  1.089  3.331  0.887
O  0.986  -3.347  -0.674
O  -2.987  -1.842  -1.260
O  1.378  0.184  -3.502
O  3.138  -0.570  -1.640
O  0.003  3.129  -1.791
O  0.998  -0.916  0.140
O  -1.275  -0.669  0.317
O  3.663  0.517  1.232
O  -0.484  1.185  3.524
O  -0.050  0.569  -1.262
O  -2.026  2.883  1.631
O  -1.911  -2.614  2.212
O  0.041  1.134  0.961
O  -3.620  0.216  1.051
O  2.501  -2.076  1.881
H  -1.275  0.393  -2.354
H  0.619  2.511  0.834
H  2.798  -2.760  1.228
H  -2.672  -0.310  -2.320
H  -1.287  2.174  1.597
H  0.858  0.563  -2.750
H  1.791  -1.800  1.236
H  0.881  -0.620  -3.776
H  -4.131  -0.357  1.751
H  1.731  3.355  0.265
H  1.895  -3.482  -0.764
H  -1.711  -1.833  1.532
H  -2.703  -3.149  1.862
H  0.212  3.280  -2.703
H  2.739  -0.783  -0.773
H  -2.459  -2.415  -1.803
H  -1.472  3.652  1.488
H  3.382  -0.373  1.398
H  -2.337  -1.299  -0.582
H  3.064  0.668  0.557
H  0.239  0.710  3.911
H  2.492  -0.164  -2.324
H  -0.067  1.138  2.776
H  -2.739  -0.298  0.943
H  0.011  2.287  -1.763
H  0.860  -2.406  -0.408

Entry from the OMol25 dataset: a 14-piece molecular cluster, H27O14 overall (ωB97M-V/def2-TZVPD).

total charge	-1
LUMO level	2.4	eV

Geometry (Å):
O  -0.423  2.192  -0.568
O  0.655  -2.565  1.397
O  -1.378  -1.436  -0.262
O  -2.028  -0.536  2.215
O  -4.671  -2.095  0.013
O  -3.774  1.794  1.580
O  1.972  3.953  -1.281
O  0.620  -4.366  -0.780
O  0.073  0.847  1.454
O  4.848  1.955  -0.474
O  3.554  -1.891  -2.236
O  1.446  -0.073  -2.945
O  -2.793  1.686  -1.312
O  2.281  -0.898  3.009
H  1.109  -1.807  1.027
H  -3.636  2.742  1.682
H  1.413  -4.062  -1.188
H  -1.277  -1.240  0.693
H  -1.360  -0.662  -0.824
H  1.840  -0.042  2.936
H  0.070  0.032  0.940
H  2.734  -1.077  2.185
H  1.875  3.974  -0.326
H  1.156  3.551  -1.595
H  -1.849  1.882  -0.897
H  -2.816  0.725  -1.281
H  0.196  -3.796  -0.133
H  -3.790  -2.242  0.373
H  0.455  -2.283  2.297
H  -0.173  3.062  -0.267
H  -0.272  1.393  0.546
H  4.010  1.803  -0.920
H  0.693  -0.660  -2.842
H  -4.669  -1.249  -0.432
H  3.002  -1.830  -3.014
H  1.257  0.731  -2.448
H  3.291  -1.262  -1.573
H  -2.958  -0.367  2.003
H  -1.767  0.408  2.150
H  4.694  1.983  0.471
H  -3.610  1.723  0.625

Entry from the OMol25 dataset: a 14-piece molecular cluster, H27O14 overall (ωB97M-V/def2-TZVPD).

LUMO level (alpha / beta)	-0.7 / -6.4	eV
2S+1	2

Geometry (Å):
O  -1.658  -1.495  -0.787
O  3.127  1.941  -3.576
O  0.545  -3.030  2.811
O  0.082  -4.815  -0.223
O  1.876  4.357  -0.317
O  -3.206  2.795  -0.829
O  -2.794  -3.717  -1.708
O  -3.739  1.468  2.908
O  -0.578  0.890  -3.088
O  -0.895  0.720  0.112
O  0.909  -0.757  0.785
O  2.603  0.362  -0.711
O  1.715  1.859  1.293
O  3.144  -0.424  3.478
H  -1.256  -0.575  -0.658
H  -2.591  2.176  -1.039
H  3.591  0.983  -3.442
H  -3.565  1.427  1.943
H  -0.211  -2.730  2.300
H  -0.961  1.557  -2.498
H  -0.835  -1.936  -1.045
H  0.784  -5.246  0.324
H  1.226  2.145  1.953
H  2.315  1.189  -0.283
H  -3.420  -3.182  -2.050
H  -4.028  2.547  -1.302
H  -2.923  1.989  3.065
H  0.955  4.683  -0.719
H  -1.517  0.997  0.862
H  1.689  3.670  -0.910
H  2.689  2.255  -2.745
H  2.012  -0.396  -0.377
H  -0.457  -5.520  -0.741
H  0.453  -1.551  0.787
H  1.208  0.951  0.976
H  -1.028  0.084  -3.088
H  -2.270  -2.894  -1.401
H  2.349  -0.628  2.919
H  3.770  0.284  3.007
H  -0.192  -0.028  0.716
H  1.084  -2.407  3.298

Entry from the OMol25 dataset: H28HeO14 as an isolated structure (ωB97M-V/def2-TZVPD).

LUMO level	-0.2	eV

Geometry (Å):
O  1.813  2.089  2.553
O  2.614  0.323  -0.874
O  0.631  2.351  -1.221
O  -2.531  -1.923  -2.837
O  -1.481  -1.223  3.498
O  -1.172  3.165  -3.169
O  -1.185  -3.492  -0.929
O  -2.432  0.677  1.486
O  -2.438  0.454  -1.316
O  -0.535  2.591  1.376
O  3.340  3.263  -0.637
O  2.226  -1.687  1.100
O  -0.267  -3.216  1.551
O  1.541  -3.061  -2.391
He  -0.084  0.050  -0.112
H  -2.556  -0.370  -1.789
H  1.348  1.593  3.227
H  -1.625  1.159  1.306
H  2.648  -2.422  0.655
H  0.754  -2.939  -1.860
H  1.096  1.517  -1.278
H  -1.327  -4.439  -0.941
H  2.999  0.166  -1.736
H  -0.966  -3.294  -0.019
H  -1.835  -1.555  4.323
H  3.618  3.385  -1.545
H  -1.797  3.706  -2.686
H  0.614  -2.869  1.411
H  2.273  2.776  3.035
H  -2.521  0.215  -0.393
H  -3.114  1.348  1.503
H  2.138  -1.016  0.423
H  -3.442  -2.212  -2.778
H  3.325  0.707  -0.361
H  0.184  2.319  -0.375
H  2.244  -3.185  -1.753
H  0.290  2.381  1.815
H  -2.068  -2.454  -2.190
H  -0.694  2.688  -2.491
H  -1.120  2.863  2.083
H  -2.228  -0.807  3.066
H  -0.743  -2.499  1.970
H  2.467  2.876  -0.703

Going through the records in order, we get calculated total energy values of -1692.896918; -1069.606536; -1069.232047; -1073.071020 Ha.
Going through the records in order, we get ΔE to the lowest compared entry with this formula, charge and spin values of 110.12; 50.52; 113.03; 11.60 kcal/mol.